The following is a quantum chemistry calculation of C3H10N4 in the gas phase in a non-equilibrium geometry, from OMol25.

Properties
gap between HOMO and LUMO: 9.467 eV
E_LUMO: 0.9528 eV
relative energy (zero: lowest compared OMol25 entry of this formula, charge and spin): 3.286 eV
SMILES string: CN(C)/N=C\NN
E_HOMO: -8.5 eV
E_tot: -339.2072 a.u.

CARTESIAN COORDINATES (ANGSTROEM)
1 C -1.56889 -0.15079 -0.29064
2 C -0.04605 0.51205 -2.06443
3 C 1.04384 -1.12259 0.67899
4 H -1.61585 -0.28383 0.77893
5 H -2.20023 0.73420 -0.71471
6 H -2.00536 -1.14241 -0.62782
7 H 0.97081 0.96694 -2.16505
8 H -0.09401 -0.31838 -2.82816
9 H -0.79672 1.32305 -2.46877
10 H 1.51824 -2.07647 0.76328
11 H 1.87024 -0.82051 2.48681
12 H -0.02357 1.22899 2.46754
13 H 0.83322 1.45749 1.11482
14 N -0.26021 0.21941 -0.69039
15 N 0.49557 -1.00382 -0.45001
16 N 1.00305 -0.48113 1.96825
17 N 0.87594 0.95778 2.04135